Formula: C68H72O21
Source: OMol25
Level of theory: ωB97M-V with the def2-TZVPD basis set

Each line ends with the Löwdin charge.
Geometry (Å):
C1 -2.8206 -0.1305 6.1222  0.017
C2 -3.2772 -0.4139 7.3547  0.044
C3 -4.0927 -1.6902 7.6023  -0.417
O1 -4.7125 -1.7972 8.6047  0.127
C4 -4.2335 -2.6710 6.5550  0.009
C5 -3.6856 -2.5335 5.3411  0.046
C6 -2.9552 -1.2310 5.1102  -0.395
O2 -2.4329 -1.0219 4.0352  0.064
H1 -2.3336 0.8143 5.7870  0.120
H2 -3.2223 0.1669 8.2765  0.117
H3 -4.8817 -3.4962 6.8190  0.126
H4 -3.7986 -3.1799 4.4771  0.114
C7 -2.7706 -4.2107 1.8665  0.005
C8 -1.5949 -4.3418 2.4420  0.018
C9 -1.2029 -5.6568 2.9511  -0.399
O3 -0.1150 -5.8040 3.5073  0.091
C10 -2.0470 -6.8082 2.8165  -0.012
C11 -3.2337 -6.7179 2.2621  0.037
C12 -3.7143 -5.3397 1.8538  -0.374
O4 -4.8429 -5.1729 1.4475  0.097
H5 -3.1003 -3.2875 1.3610  0.122
H6 -0.8665 -3.5251 2.5602  0.130
H7 -1.6016 -7.8023 3.1474  0.155
H8 -3.9326 -7.5248 2.1288  0.119
C13 -3.1042 5.0808 -0.2414  0.018
C14 -3.5736 5.8447 -1.2067  0.031
C15 -2.7087 5.9423 -2.4608  -0.340
O5 -2.9422 6.8339 -3.2681  0.078
C16 -1.4977 5.0670 -2.6551  0.021
C17 -1.1238 4.3424 -1.6576  0.000
C18 -1.9266 4.1327 -0.4175  -0.354
O6 -1.6510 3.2466 0.3577  0.092
H9 -3.5677 5.0440 0.7308  0.108
H10 -4.3433 6.6001 -1.1004  0.121
H11 -1.0027 5.2816 -3.5699  0.116
H12 -0.1762 3.8020 -1.7134  0.113
C19 5.2385 -2.1478 -2.1868  0.010
C20 5.0729 -2.8688 -1.1022  0.049
C21 4.5811 -2.1270 0.1124  -0.400
O7 4.5135 -2.7055 1.1788  0.096
C22 4.0907 -0.8043 -0.0017  0.004
C23 4.3671 -0.0454 -1.0384  0.041
C24 4.9849 -0.6976 -2.2257  -0.356
O8 5.1550 0.0004 -3.2041  0.107
H13 5.5746 -2.5182 -3.0849  0.101
H14 5.2850 -3.9045 -0.9653  0.121
H15 3.5909 -0.3513 0.8962  0.143
H16 4.1348 0.9664 -1.0364  0.081
C25 -4.4962 1.0584 2.8026  0.032
C26 -4.3249 1.7339 1.6783  0.020
C27 -4.3657 1.0574 0.3839  -0.401
O9 -3.9837 1.5389 -0.6393  0.129
C28 -4.9318 -0.3048 0.3957  0.002
C29 -5.1684 -0.9967 1.4691  0.007
C30 -5.0814 -0.3137 2.7515  -0.381
O10 -5.3240 -0.8277 3.8263  0.084
H17 -4.3739 1.4261 3.8721  0.148
H18 -4.0520 2.7726 1.6606  0.101
H19 -5.2151 -0.7125 -0.5774  0.136
H20 -5.5784 -2.0480 1.3946  0.150
C31 1.8017 -6.0562 -0.5410  0.021
C32 1.9756 -4.7521 -0.3341  0.046
C33 0.8135 -3.8153 -0.5365  -0.367
O11 0.9014 -2.6445 -0.2695  0.109
C34 -0.4506 -4.3806 -1.0691  0.015
C35 -0.5888 -5.6616 -1.3234  0.005
C36 0.5570 -6.5663 -1.1479  -0.363
O12 0.5054 -7.7404 -1.5559  0.073
H21 2.5723 -6.7619 -0.3069  0.118
H22 2.9410 -4.3483 0.0130  0.107
H23 -1.2600 -3.6489 -1.2715  0.132
H24 -1.4953 -5.9880 -1.8022  0.124
C37 3.1125 4.3636 0.2125  0.023
C38 1.8894 4.7707 0.3665  -0.029
C39 1.4966 6.1253 0.2231  -0.392
O13 0.3380 6.4352 0.4770  0.097
C40 2.4955 7.1690 -0.1166  0.033
C41 3.7901 6.8038 -0.3061  0.059
C42 4.1456 5.2977 -0.3344  -0.340
O14 5.1704 4.8583 -0.8199  0.094
H25 3.4875 3.3324 0.3532  0.127
H26 1.1349 4.0904 0.6474  0.103
H27 2.1209 8.1668 -0.2699  0.116
H28 4.5291 7.5254 -0.4953  0.094
C43 0.5524 0.4110 -1.7862  0.041
C44 -0.6739 -0.1710 -1.7528  0.025
C45 -1.1547 -0.5910 -0.4906  -0.397
O15 -2.1033 -1.3503 -0.4651  0.075
C46 -0.4789 -0.2278 0.8315  0.031
C47 0.5520 0.5955 0.8409  0.043
C48 1.1490 0.9507 -0.5407  -0.355
O16 2.0691 1.6839 -0.7416  0.047
H29 1.0803 0.5958 -2.7331  0.123
H30 -1.3594 -0.3098 -2.5971  0.115
H31 -0.9130 -0.7732 1.6175  0.091
H32 1.1683 0.9840 1.6975  0.120
C49 1.3181 3.3909 5.2495  -0.147
C50 -0.0498 2.7814 4.9947  -0.142
C51 -0.1783 2.7859 3.4659  -0.197
O17 1.1346 2.5914 2.9975  -0.195
C52 2.0720 3.1536 3.9362  -0.151
H33 1.7585 2.8597 6.0561  0.092
H34 1.3249 4.4435 5.4923  0.109
H35 -0.7618 3.3010 5.5242  0.083
H36 0.0092 1.6817 5.2830  0.100
H37 -0.5651 3.7197 3.1524  0.103
H38 -0.8217 2.0110 3.0196  0.122
H39 2.3748 4.1090 3.4685  0.122
H40 2.7992 2.4014 4.0178  0.098
C53 3.0230 -1.4058 4.1969  -0.162
C54 2.2426 -0.9277 5.4234  -0.131
C55 0.7257 -1.0744 5.0096  -0.178
O18 0.7208 -1.4167 3.6274  -0.166
C56 1.9730 -1.9972 3.3066  -0.228
H41 3.7251 -2.1765 4.5196  0.115
H42 3.5153 -0.5767 3.6579  0.110
H43 2.4295 0.1506 5.6423  0.101
H44 2.4812 -1.5052 6.3220  0.105
H45 0.1470 -0.1376 5.1415  0.081
H46 0.2336 -1.8879 5.5902  0.123
H47 2.1165 -1.9023 2.2266  0.092
H48 1.8875 -3.1111 3.4294  0.133
C57 0.9691 -2.0257 -4.5993  -0.161
C58 0.4523 -3.3411 -5.1489  -0.137
C59 1.4222 -4.3001 -4.4571  -0.214
O19 1.7250 -3.7414 -3.2102  -0.142
C60 1.9995 -2.3804 -3.4871  -0.173
H49 0.2250 -1.3595 -4.1264  0.081
H50 1.3750 -1.3904 -5.3822  0.104
H51 0.4051 -3.3533 -6.2448  0.115
H52 -0.5826 -3.5370 -4.7660  0.125
H53 2.3220 -4.6008 -5.0249  0.130
H54 0.9882 -5.2671 -4.1595  0.122
H55 2.9873 -2.1845 -3.8228  0.093
H56 1.8504 -1.7683 -2.5621  0.110
C61 -2.3374 0.7345 -6.7272  -0.182
C62 -3.7782 0.6748 -6.2688  -0.155
C63 -3.5815 1.0396 -4.8214  -0.188
O20 -2.3307 0.4097 -4.4205  -0.162
C64 -1.5252 0.2400 -5.6001  -0.215
H57 -2.0505 1.7841 -6.9578  0.131
H58 -2.1445 0.1329 -7.6244  0.120
H59 -4.3045 -0.3047 -6.3709  0.131
H60 -4.3683 1.5027 -6.6611  0.113
H61 -4.2472 0.7829 -4.0101  0.118
H62 -3.4712 2.0926 -4.6459  0.107
H63 -1.2302 -0.7727 -5.6563  0.089
H64 -0.6286 0.8487 -5.5314  0.115
C65 4.0372 2.6635 -5.3067  -0.144
C66 3.8312 3.1906 -3.8599  -0.153
C67 2.3174 3.3659 -3.7287  -0.161
O21 1.7808 2.4360 -4.7386  -0.185
C68 2.7763 1.7983 -5.4892  -0.225
H65 4.8916 2.0395 -5.2885  0.085
H66 4.2432 3.4177 -6.0229  0.096
H67 4.3608 4.1356 -3.6982  0.107
H68 4.2052 2.4034 -3.1366  0.109
H69 2.0556 4.3987 -4.0136  0.118
H70 1.9466 3.0728 -2.7284  0.085
H71 2.3523 1.7534 -6.5692  0.141
H72 2.9473 0.7526 -5.1427  0.105

Forces on atoms 1 to 6 (eV/Å):
C -0.6 -0.7 1.0
C -0.2 -0.6 -0.1
C 1.4 1.9 -1.6
O -1.1 -0.2 2.4
C 0.0 -1.4 -1.6
C 0.1 1.6 1.2

Summary:
HOMO (eV): -9.45
Energy relative to the best compared isomer or geometry (same formula, charge and spin) (kcal/mol): 29.7
Frontier orbital gap (eV): 8.00
Spin multiplicity: 1
Electronic energy (Eh): -4213.94662
E_LUMO (eV): -1.451